(1)
C42H46N9P2Se2Ti | wB97M-V/def2-TZVPD

As for the spin multiplicity: 2. The value obtained for the HOMO-LUMO gap (alpha / beta) is 6.58 / 6.98 eV. The total charge is +2. The value obtained for the largest force on an atom is 0.0146 Eh/bohr.

```
102
C42H46N9P2Se2Ti, DFT wB97M-V/def2-TZVPD
Ti -0.25 -0.11 0.94
N -0.98 -1.69 2.41
C -2.40 -1.62 2.81
C -2.92 -0.23 2.50
N -2.57 0.14 1.11
C -3.24 -0.76 0.12
C -2.29 -1.80 -0.46
N -1.00 -1.15 -0.75
C -2.95 1.57 0.88
C -1.81 2.49 1.24
N -0.62 1.98 0.52
H -0.73 -2.64 2.15
H -0.39 -1.46 3.21
H -2.53 -1.84 3.87
H -2.96 -2.37 2.25
H -2.45 0.50 3.17
H -4.00 -0.17 2.65
H -3.62 -0.14 -0.69
H -4.11 -1.24 0.58
H -2.73 -2.23 -1.36
H -2.11 -2.62 0.23
H -1.09 -0.45 -1.50
H -0.29 -1.83 -1.02
H -3.86 1.81 1.42
H -3.16 1.69 -0.19
H -1.59 2.48 2.31
H -2.04 3.51 0.96
H 0.21 2.54 0.71
H -0.77 2.04 -0.49
Se 6.19 -2.30 0.11
P 4.87 -3.37 1.36
C 5.49 -3.63 3.04
C 6.28 -4.76 3.23
C 6.87 -5.00 4.47
C 6.66 -4.11 5.52
C 5.89 -2.98 5.33
C 5.31 -2.74 4.09
C 4.44 -5.03 0.80
C 4.93 -5.51 -0.40
C 4.61 -6.80 -0.81
C 3.81 -7.60 0.00
C 3.33 -7.12 1.21
C 3.65 -5.84 1.61
C 3.21 -2.55 1.33
C 2.51 -1.46 1.81
N 1.41 -1.32 1.01
N 1.44 -2.29 0.10
N 2.49 -3.02 0.27
P 2.57 -0.33 3.21
Se 0.85 1.01 3.12
C 4.06 0.64 3.17
C 4.17 1.77 3.98
C 5.34 2.52 3.97
C 6.39 2.15 3.13
C 6.27 1.05 2.30
C 5.11 0.29 2.31
C 2.43 -1.35 4.68
C 2.00 -2.67 4.60
C 1.87 -3.43 5.76
C 2.17 -2.87 6.99
C 2.59 -1.55 7.08
C 2.72 -0.79 5.93
H 6.45 -5.46 2.42
H 7.48 -5.87 4.61
H 7.12 -4.30 6.48
H 5.74 -2.27 6.14
H 4.75 -1.83 3.95
H 5.55 -4.87 -1.02
H 4.99 -7.18 -1.74
H 3.57 -8.61 -0.32
H 2.72 -7.75 1.84
H 3.29 -5.47 2.57
H 3.35 2.09 4.60
H 5.43 3.39 4.60
H 7.30 2.74 3.12
H 7.08 0.76 1.65
H 5.04 -0.56 1.65
H 1.80 -3.13 3.64
H 1.56 -4.46 5.70
H 2.08 -3.46 7.89
H 2.83 -1.11 8.04
H 3.06 0.24 6.01
C -2.21 2.36 -4.31
C -1.00 2.77 -4.85
C 0.17 2.35 -4.26
C 0.11 1.53 -3.13
N -1.05 1.15 -2.59
C -2.18 1.56 -3.19
C 1.39 1.06 -2.51
C 2.48 0.81 -3.34
C 3.71 0.49 -2.80
C 3.84 0.49 -1.42
C 2.71 0.72 -0.67
N 1.49 0.95 -1.17
H -3.16 2.65 -4.75
H -0.97 3.40 -5.73
H 1.13 2.66 -4.64
H -3.11 1.22 -2.74
H 2.35 0.85 -4.42
H 4.55 0.27 -3.44
H 4.78 0.27 -0.94
H 2.79 0.72 0.41
```

---

(2)
H33O16 | wB97M-V/def2-TZVPD

The value obtained for the HOMO-LUMO gap is 10.99 eV. The total charge is +1. The value obtained for the largest force on an atom is 0.0458 Eh/bohr.

```
49
H33O16, DFT wB97M-V/def2-TZVPD
O 0.53 0.40 0.13
H -0.02 0.81 0.81
H 1.45 0.67 0.23
O -3.57 -1.64 2.75
H 4.09 -0.73 3.33
H 2.59 -2.88 0.08
O 3.28 -1.01 2.93
H -1.06 -1.14 -5.72
H 4.78 0.57 -0.60
O 0.85 -2.89 -2.09
H 0.82 -2.36 -2.90
H 0.24 1.52 2.97
O -0.85 -0.26 -5.39
H -4.00 -0.78 2.67
H -0.81 0.36 -6.10
O -1.25 2.70 -1.54
H -1.86 2.84 -2.26
H 3.36 0.13 -0.98
O -3.22 -1.47 -0.32
H -1.06 0.16 -2.63
H -3.57 -2.36 -0.25
O -0.76 -1.80 -0.48
H -3.44 1.59 -4.07
H -0.24 -0.94 -0.45
O 4.28 0.03 -1.21
H 1.20 -2.15 -1.57
O 2.73 -1.94 -0.10
H 2.80 2.50 -0.89
H 3.62 -1.79 -0.45
O 2.94 2.05 -0.05
H 2.51 2.64 0.58
H 2.46 3.67 4.56
O -2.27 -2.26 5.28
H 3.28 -1.66 2.24
H 1.11 4.29 4.27
O -0.48 1.63 2.33
H -0.69 2.56 2.33
H -1.68 -1.64 5.69
O 1.79 3.75 3.88
H -1.73 -2.65 4.58
H -1.36 1.95 -0.99
O -3.22 2.25 -3.41
H -3.42 -1.01 0.51
H -4.02 2.48 -2.94
O -0.50 -0.60 -2.85
H -0.65 -1.99 -1.48
H -3.02 -1.62 3.55
H -1.71 -1.51 -0.16
H -0.24 -0.44 -3.80
```

---

(3)
C28H33N4O3S2 | wB97M-V/def2-TZVPD

The value obtained for the HOMO-LUMO gap is 7.74 eV. The total charge is +1. As for the structure (SMILES): CCN(c1ccccc1)S(=O)(=O)c1ccc(C(=O)N(CCC[NH+](C)C)c2nc3c(C)cccc3s2)cc1. The value obtained for the largest force on an atom is 0.0273 Eh/bohr.

```
70
C28H33N4O3S2, DFT wB97M-V/def2-TZVPD
C 0.62 -5.64 -1.28
C 0.27 -4.79 -0.06
N -1.16 -4.56 0.01
C -1.82 -3.86 -1.02
C -1.23 -2.80 -1.70
C -1.93 -2.12 -2.69
C -3.23 -2.49 -3.00
C -3.82 -3.55 -2.33
C -3.12 -4.24 -1.35
S -1.78 -4.33 1.54
O -1.09 -5.19 2.44
O -3.21 -4.35 1.48
C -1.26 -2.63 1.84
C -1.95 -1.61 1.21
C -1.47 -0.31 1.30
C -0.31 -0.05 2.04
C 0.17 1.33 2.19
O 0.53 1.77 3.29
N 0.18 2.13 1.09
C 0.19 3.58 1.25
C 1.56 4.21 1.00
C 2.70 3.62 1.83
N 2.43 3.54 3.28
C 2.17 4.85 3.89
C 3.52 2.86 3.99
C 0.18 1.65 -0.21
N -0.34 2.29 -1.19
C -0.10 1.68 -2.38
C -0.56 2.12 -3.63
C -1.39 3.36 -3.73
C -0.22 1.37 -4.74
C 0.56 0.22 -4.64
C 1.03 -0.23 -3.42
C 0.69 0.51 -2.30
S 1.10 0.20 -0.63
C 0.35 -1.09 2.70
C -0.12 -2.39 2.58
H 0.07 -6.57 -1.25
H 1.69 -5.86 -1.27
H 0.37 -5.11 -2.20
H 0.51 -5.33 0.85
H 0.83 -3.85 -0.07
H -0.22 -2.49 -1.46
H -1.46 -1.30 -3.21
H -3.77 -1.97 -3.77
H -4.82 -3.85 -2.57
H -3.57 -5.06 -0.82
H -2.86 -1.83 0.68
H -2.00 0.49 0.82
H -0.18 3.80 2.26
H -0.52 3.98 0.53
H 1.82 4.07 -0.05
H 1.47 5.28 1.17
H 2.91 2.60 1.48
H 3.61 4.22 1.67
H 1.55 2.90 3.38
H 1.30 5.32 3.44
H 1.97 4.73 4.95
H 3.03 5.50 3.77
H 4.44 3.43 3.91
H 3.26 2.74 5.04
H 3.68 1.87 3.56
H -1.78 3.64 -2.76
H -0.77 4.18 -4.10
H -2.20 3.22 -4.43
H -0.56 1.69 -5.71
H 0.81 -0.33 -5.53
H 1.63 -1.12 -3.34
H 1.22 -0.87 3.30
H 0.37 -3.21 3.06
```

---

(4)
C4H6N2 | wB97M-V/def2-TZVPD

The value obtained for the HOMO-LUMO gap is 10.05 eV. As for the structure (SMILES): [H]/N=C(/C=C)N=C. The value obtained for the largest force on an atom is 0.1245 Eh/bohr.

```
12
C4H6N2, DFT wB97M-V/def2-TZVPD
H -2.16 0.66 0.80
N -1.66 -0.19 0.54
C -0.40 -0.01 0.77
C 0.64 -1.01 0.54
C 0.84 -1.76 -0.54
N 0.18 1.29 0.64
C 0.02 1.86 -0.50
H 0.76 -0.94 1.74
H 0.32 -1.55 -1.47
H 1.54 -2.58 -0.51
H -0.49 1.36 -1.35
H 0.41 2.87 -0.66
```

---

(5)
C4H10N2S2 | wB97M-V/def2-TZVPD

The value obtained for the HOMO-LUMO gap is 8.97 eV. As for the structure (SMILES): CCNNC(=S)SC. The value obtained for the largest force on an atom is 0.2128 Eh/bohr.

```
18
C4H10N2S2, DFT wB97M-V/def2-TZVPD
C -1.68 -1.11 1.17
C -1.38 -0.09 0.35
N 0.00 0.36 0.49
N 0.18 1.39 -0.41
C 0.70 1.46 -1.64
S 0.31 2.43 -2.84
S 1.66 0.06 -1.93
C 2.36 -0.73 -0.39
H -2.19 -0.76 2.29
H -0.80 -1.76 1.49
H -2.66 -1.65 0.61
H -1.73 -0.39 -0.60
H -2.05 0.67 0.48
H 0.07 0.72 1.60
H -0.34 2.23 -0.27
H 1.52 -1.30 0.10
H 3.20 -1.38 -0.81
H 2.82 -0.14 0.33
```

---

(6)
C4H5ClFNS | wB97M-V/def2-TZVPD

The value obtained for the HOMO-LUMO gap is 9.19 eV. As for the structure (SMILES): C/C(NC=S)=C(\F)Cl. The value obtained for the largest force on an atom is 0.0436 Eh/bohr.

```
13
C4H5ClFNS, DFT wB97M-V/def2-TZVPD
C 0.11 1.58 0.08
C -0.45 0.18 0.05
N 0.32 -0.86 0.67
C 1.48 -1.29 0.12
S 2.28 -0.69 -1.16
C -1.61 -0.14 -0.47
F -2.44 0.72 -1.08
Cl -2.20 -1.73 -0.51
H 0.52 1.82 1.11
H 0.90 1.64 -0.66
H -0.68 2.31 -0.13
H -0.16 -1.46 1.27
H 1.94 -2.09 0.71
```

---

(7)
C20H27Br2ClF12O5SSn | wB97M-V/def2-TZVPD

The value obtained for the HOMO-LUMO gap is 3.33 eV. The total charge is +2. The value obtained for the largest force on an atom is 0.0659 Eh/bohr.

```
69
C20H27Br2ClF12O5SSn, DFT wB97M-V/def2-TZVPD
C 3.79 4.61 2.09
C 3.57 3.30 2.85
O 3.16 2.21 2.01
C 1.90 2.36 1.40
C 1.02 1.16 1.80
O 0.46 0.49 0.64
C -0.80 0.87 0.14
C -0.79 0.49 -1.34
C -0.39 1.67 -2.23
C 0.17 1.19 -3.56
F -0.60 0.14 -4.04
Br 1.98 0.52 -3.34
C 0.11 2.27 -4.67
F -1.17 2.72 -4.71
F 0.37 1.71 -5.85
Br 1.27 3.77 -4.36
O -1.02 2.27 0.38
C -1.70 2.46 1.53
O -1.86 3.46 2.06
O -2.15 1.26 2.02
C -1.97 0.27 1.03
C -1.37 -0.98 1.71
C -0.80 -2.08 0.76
C 0.66 -2.51 1.10
C 1.07 -3.88 0.51
C 2.38 -3.81 -0.29
F 3.26 -3.11 0.48
F 2.86 -5.04 -0.46
C 2.38 -3.04 -1.66
F 3.58 -3.16 -2.18
F 2.13 -1.76 -1.36
S 1.09 -3.56 -2.98
F 1.27 -2.17 -3.69
F 2.16 -4.23 -3.90
F 0.86 -4.96 -2.22
F -0.05 -2.91 -1.98
F -0.06 -3.93 -3.97
C -3.33 -0.06 0.36
Cl -3.83 1.26 -0.71
C -4.45 -0.38 1.38
C -5.32 0.80 1.85
H 4.05 4.39 1.05
H 2.91 5.26 2.10
H 4.61 5.17 2.53
H 4.50 2.96 3.32
H 2.83 3.43 3.66
H 1.43 3.31 1.68
H 2.01 2.35 0.31
H 1.69 0.42 2.27
H 0.25 1.44 2.52
H -0.03 -0.30 -1.45
H -1.75 0.08 -1.67
H -1.25 2.32 -2.41
H 0.40 2.25 -1.74
H -0.58 -0.65 2.42
H -2.21 -1.42 2.33
H -1.47 -3.00 0.73
H -0.85 -1.77 -0.29
H 0.86 -2.51 2.22
H 1.33 -1.69 0.80
H 1.29 -4.62 1.30
H 0.28 -4.30 -0.11
H -3.19 -0.93 -0.30
H -5.10 -1.12 0.89
H -4.02 -0.83 2.28
H -5.79 0.55 2.80
H -6.12 1.01 1.13
H -4.73 1.71 2.01
Sn -1.22 -3.20 3.00
```

---

(8)
C3H8NO2 | wB97M-V/def2-TZVPD

The value obtained for the HOMO-LUMO gap is 10.96 eV. The total charge is +1. As for the structure (SMILES): C[C@@]([NH3+])(O)C=O. The value obtained for the largest force on an atom is 0.1047 Eh/bohr.

```
14
C3H8NO2, DFT wB97M-V/def2-TZVPD
C -1.13 -0.44 0.83
C 0.10 0.28 -0.02
N 0.11 -0.34 -1.43
O -0.16 1.55 -0.29
C 1.47 0.13 0.80
O 2.46 -0.43 0.33
H -2.07 -0.20 0.21
H -0.89 -1.47 0.99
H -1.09 -0.05 1.80
H -0.41 -1.16 -1.30
H -0.12 0.33 -2.24
H 1.08 -0.69 -1.69
H -0.92 1.78 0.34
H 1.56 0.71 1.66
```

---

(9)
C6H7O2SSi | wB97M-V/def2-TZVPD

The value obtained for the HOMO-LUMO gap (alpha / beta) is 5.45 / 5.45 eV. The total charge is -1. The value obtained for the largest force on an atom is 0.0737 Eh/bohr.

```
17
C6H7O2SSi, DFT wB97M-V/def2-TZVPD
C 0.73 -0.39 -2.25
C 0.68 -1.19 -1.11
C 0.49 0.94 -2.15
C 0.42 -0.75 0.20
C 0.12 1.44 -0.88
C 0.09 0.61 0.29
O -3.59 2.77 4.43
O -1.16 1.72 4.01
Si -0.82 0.51 3.07
S -2.12 2.91 4.66
H 1.07 -0.94 -3.22
H 0.85 -2.18 -1.38
H 0.73 1.56 -2.98
H 0.44 -1.26 1.19
H -0.25 2.43 -0.70
H 0.33 -0.09 3.61
H -1.78 -0.40 2.88
```

---

(10)
CHN4O2S | wB97M-V/def2-TZVPD

The value obtained for the HOMO-LUMO gap is 9.41 eV. The total charge is -1. The value obtained for the largest force on an atom is 0.1290 Eh/bohr.

```
9
CHN4O2S, DFT wB97M-V/def2-TZVPD
C 0.19 -0.76 -0.56
N 1.21 -1.54 -0.44
N 0.80 -2.46 0.47
N -0.46 -2.18 0.84
N -0.80 -1.14 0.18
O -2.63 0.39 1.30
O -2.68 0.34 -1.16
S -2.76 -0.46 0.19
H 0.25 0.04 -1.16
```

---

(11)
C2ClO2S | wB97M-V/def2-TZVPD

The value obtained for the HOMO-LUMO gap is 7.41 eV. The total charge is -1. The value obtained for the largest force on an atom is 0.0691 Eh/bohr.

```
6
C2ClO2S, DFT wB97M-V/def2-TZVPD
C -0.25 -1.41 -0.22
C 0.63 2.63 -0.04
O -0.66 -2.58 -0.09
O 0.41 2.16 0.99
S 1.30 -0.79 -0.11
Cl -1.43 -0.01 -0.53
```

---

(12)
C4H11N2O | wB97M-V/def2-TZVPD

The value obtained for the HOMO-LUMO gap is 11.45 eV. The total charge is +1. As for the structure (SMILES): CC[NH2+]CC(N)=O. The value obtained for the largest force on an atom is 0.0235 Eh/bohr.

```
18
C4H11N2O, DFT wB97M-V/def2-TZVPD
C -1.57 -1.65 0.84
C -1.73 -0.37 0.04
N -0.59 0.60 0.26
C 0.79 0.07 0.03
C 1.64 1.24 -0.47
N 2.74 0.92 -1.16
O 1.30 2.36 -0.15
H -0.83 -2.32 0.42
H -2.54 -2.12 0.87
H -1.31 -1.45 1.88
H -1.79 -0.58 -1.02
H -2.63 0.17 0.32
H -0.75 1.48 -0.26
H -0.71 0.94 1.21
H 0.70 -0.76 -0.66
H 1.16 -0.27 1.00
H 2.81 0.04 -1.66
H 3.31 1.69 -1.47
```

---

(13)
C4H8O2 | wB97M-V/def2-TZVPD

The value obtained for the HOMO-LUMO gap is 9.66 eV. As for the structure (SMILES): C/C=C\O.C=O. The value obtained for the largest force on an atom is 0.0099 Eh/bohr.

```
14
C4H8O2, DFT wB97M-V/def2-TZVPD
C -0.33 -0.46 -1.65
C 0.55 0.35 -0.75
C 1.26 -0.11 0.28
O 1.32 -1.38 0.75
H -0.61 -1.43 -1.21
H -1.27 0.07 -1.85
H 0.15 -0.66 -2.61
H 0.61 1.42 -0.94
H 1.87 0.55 0.90
H 0.79 -1.95 0.17
C -1.10 0.88 1.71
O -1.26 2.06 1.52
H -1.66 0.10 1.15
H -0.39 0.48 2.47
```

---

(14)
C2H9NO | wB97M-V/def2-TZVPD

The value obtained for the HOMO-LUMO gap is 10.72 eV. As for the structure (SMILES): COC.N. The value obtained for the largest force on an atom is 0.0247 Eh/bohr.

```
13
C2H9NO, DFT wB97M-V/def2-TZVPD
C 0.20 0.03 -2.35
O 1.46 -0.52 -2.69
C 2.42 -0.59 -1.64
H -0.52 -0.79 -2.22
H 0.28 0.58 -1.41
H -0.12 0.67 -3.17
H 3.27 0.01 -1.92
H 1.96 -0.37 -0.69
H 2.81 -1.61 -1.59
N -3.58 0.92 5.64
H -2.89 1.66 5.61
H -3.61 0.50 4.72
H -3.26 0.24 6.31
```

---

(15)
C22H14Cl4CoN5O4S | wB97M-V/def2-TZVPD

As for the spin multiplicity: 2. The value obtained for the HOMO-LUMO gap (alpha / beta) is 5.38 / 5.35 eV. The total charge is -1. The value obtained for the largest force on an atom is 0.0067 Eh/bohr.

```
51
C22H14Cl4CoN5O4S, DFT wB97M-V/def2-TZVPD
Co -0.06 -0.69 -0.05
C -1.79 3.09 1.11
C -1.37 1.82 0.43
N -0.50 1.01 0.91
N 0.09 1.23 2.10
C 0.84 0.16 2.68
N 1.35 0.71 3.93
S 1.90 -0.72 1.63
C -1.93 1.43 -0.89
C -2.58 2.33 -1.73
C -3.03 1.87 -2.96
C -2.83 0.55 -3.31
C -2.19 -0.29 -2.40
N -1.76 0.15 -1.22
H -1.85 2.97 2.19
H -2.77 3.41 0.76
H -1.08 3.89 0.90
H -0.40 1.80 2.78
H 1.64 -0.09 4.48
H 2.21 1.18 3.67
H -2.70 3.37 -1.45
H -3.51 2.55 -3.65
H -3.16 0.16 -4.26
H -2.00 -1.33 -2.60
Cl 1.88 -3.66 -5.71
C 1.61 -2.49 -4.45
C 2.00 -1.18 -4.63
Cl 2.76 -0.67 -6.10
C 1.77 -0.25 -3.60
Cl 2.22 1.42 -3.79
C 1.17 -0.62 -2.40
O 0.94 0.22 -1.42
C 0.76 -1.98 -2.22
O 0.16 -2.28 -1.10
C 0.99 -2.88 -3.26
Cl 0.46 -4.52 -3.02
O -2.66 -2.77 -0.02
C -2.13 -2.63 1.05
N -1.15 -1.65 1.35
C -0.96 -1.65 2.65
O -0.24 -0.86 3.36
C -1.75 -2.71 3.32
C -1.84 -3.10 4.64
C -2.69 -4.16 4.93
C -3.41 -4.80 3.93
C -3.31 -4.39 2.60
C -2.46 -3.34 2.32
H -1.27 -2.59 5.42
H -2.78 -4.51 5.95
H -4.05 -5.63 4.18
H -3.87 -4.88 1.81
```